DFT (the ωB97M-V functional and the def2-TZVPD basis) results for 10 unconnected molecules or ions with the total composition C52H127Br3O35P8.

Calculated values
E = -412102.174 eV
orbital gap = 9.597 eV
energy relative to the best compared isomer or geometry (same formula, charge and spin) = 189.0 kJ/mol
LUMO level = -0.012 hartree
E_HOMO = -9.93 eV
charge = 0
SMILES string = CCOP(=O)(OCC)OCC.CCOP(=O)(OCC)OCC.CCOP(=O)(OCC)OCC.CCOP(=O)(OCC)OCC.CCOP(=O)(OCC)OCC.CCOP(=O)(OCC)OCC.CCOP(=O)(OCC)OCC.CCOP(=O)(OCC)OCC.BrC(Br)Br.COC(=O)OC

Last columns: bonded neighbours and bond lengths (Å).
Geometry (Å):
1 Br 17.113 16.034 25.617  C91 1.993
2 Br 15.647 18.915 25.173  C91 1.947
3 Br 13.980 16.120 24.415  C91 2.081
4 P 11.235 20.368 19.754  O12 1.603, O24 1.632, O32 1.487, O41 1.644
5 P 22.645 22.561 22.147  O13 1.482, O15 1.607, O34 1.670, O45 1.638
6 P 13.520 23.472 14.540  O17 1.655, O18 1.625, O26 1.637, O31 1.493
7 P 18.365 26.695 27.500  O20 1.628, O30 1.468, O35 1.571, O39 1.612
8 P 17.156 21.549 21.021  O22 1.596, O36 1.465, O37 1.650, O42 1.581
9 P 16.746 14.514 20.075  O14 1.508, O40 1.663, O43 1.605, O46 1.672
10 P 21.252 21.586 15.258  O21 1.639, O23 1.598, O25 1.449, O28 1.645
11 P 14.470 22.048 27.649  O19 1.455, O29 1.659, O33 1.669, O38 1.627
12 O 12.258 19.142 19.616  P4 1.603, C84 1.397
13 O 22.145 21.473 21.273  P5 1.482
14 O 16.359 15.960 20.250  P9 1.508
15 O 24.212 22.861 22.340  P5 1.607, C48 1.434
16 O 13.320 25.806 24.108  C76 1.426, C92 1.398
17 O 14.435 22.473 15.490  P6 1.655, C95 1.405
18 O 14.567 24.072 13.452  P6 1.625, C55 1.410
19 O 14.665 21.699 26.250  P11 1.455
20 O 17.395 27.730 28.299  P7 1.628, C47 1.429
21 O 22.090 21.447 13.857  P10 1.639, C63 1.433
22 O 17.564 21.629 22.562  P8 1.596, C68 1.426
23 O 19.725 21.743 14.815  P10 1.598, C88 1.442
24 O 11.240 21.044 18.269  P4 1.632, C69 1.402
25 O 21.769 22.558 16.200  P10 1.449
26 O 13.196 24.752 15.508  P6 1.637, C87 1.396
27 O 14.491 25.033 22.328  C70 1.396, C92 1.340
28 O 21.386 20.056 15.848  P10 1.645, C54 1.430
29 O 14.305 23.670 27.956  P11 1.659, C65 1.411
30 O 17.909 26.216 26.189  P7 1.468
31 O 12.349 22.782 13.921  P6 1.493
32 O 9.885 20.017 20.269  P4 1.487
33 O 15.752 21.635 28.634  P11 1.669, C57 1.397
34 O 22.012 24.086 21.900  P5 1.670, C72 1.404
35 O 18.868 25.560 28.463  P7 1.571, C71 1.379
36 O 15.721 21.494 20.729  P8 1.465
37 O 17.938 20.189 20.512  P8 1.650, C52 1.411
38 O 13.154 21.365 28.319  P11 1.627, C96 1.427
39 O 19.685 27.599 27.308  P7 1.612, C81 1.397
40 O 16.917 14.093 18.475  P9 1.663, C58 1.437
41 O 12.195 21.382 20.622  P4 1.644, C74 1.466
42 O 18.017 22.756 20.474  P8 1.581, C86 1.390
43 O 18.167 14.109 20.705  P9 1.605, C51 1.431
44 O 12.512 26.119 21.948  C92 1.243
45 O 22.289 22.281 23.721  P5 1.638, C53 1.415
46 O 15.648 13.368 20.604  P9 1.672, C62 1.436
47 C 17.909 28.312 29.499  O20 1.429, C75 1.553, H119 1.090, H137 1.090
48 C 25.095 21.740 22.212  O15 1.434, C80 1.550, H139 1.090, H210 1.090
49 C 14.078 22.650 17.906  C95 1.504, H154 1.090, H192 1.090, H221 1.090
50 C 21.251 18.411 17.742  C54 1.497, H128 1.090, H213 1.090, H214 1.090
51 C 18.402 14.159 22.115  O43 1.431, C59 1.505, H171 1.090, H215 1.090
52 C 17.660 18.863 20.905  O37 1.411, C61 1.510, H125 1.090, H126 1.090
53 C 20.986 21.984 24.185  O45 1.415, C60 1.540, H113 1.090, H181 1.090
54 C 21.183 19.821 17.244  O28 1.430, C50 1.497, H165 1.090, H169 1.090
55 C 15.295 23.176 12.642  O18 1.410, C98 1.475, H217 1.090, H218 1.090
56 C 24.454 22.229 13.847  C63 1.558, H110 1.090, H159 1.090, H198 1.090
57 C 16.985 22.113 28.183  O33 1.397, C82 1.534, H136 1.090, H160 1.090
58 C 17.542 15.022 17.574  O40 1.437, C77 1.501, H142 1.090, H196 1.090
59 C 18.939 12.821 22.549  C51 1.505, H149 1.090, H191 1.090, H201 1.090
60 C 20.910 20.486 24.532  C53 1.540, H103 1.090, H155 1.090, H172 1.090
61 C 18.612 18.396 21.981  C52 1.510, H100 1.090, H174 1.090, H220 1.090
62 C 15.947 11.975 20.429  O46 1.436, C66 1.518, H118 1.090, H130 1.090
63 C 23.460 21.028 13.831  O21 1.433, C56 1.558, H208 1.090, H224 1.090
64 C 21.036 25.762 23.235  C72 1.474, H115 1.090, H193 1.090, H194 1.090
65 C 13.857 24.200 29.185  O29 1.411, C83 1.468, H166 1.090, H173 1.090
66 C 14.719 11.259 19.895  C62 1.518, H132 1.090, H162 1.090, H197 1.090
67 C 14.271 18.174 18.700  C84 1.521, H140 1.090, H152 1.090, H211 1.090
68 C 16.736 22.409 23.422  O22 1.426, C78 1.575, H109 1.090, H150 1.090
69 C 10.305 22.059 18.022  O24 1.402, C94 1.505, H183 1.090, H185 1.090
70 C 14.693 24.670 20.994  O27 1.396, H112 1.090, H134 1.090, H209 1.090
71 C 19.842 24.741 27.934  O35 1.379, C79 1.548, H124 1.090, H205 1.090
72 C 22.293 25.189 22.721  O34 1.404, C64 1.474, H99 1.090, H129 1.090
73 C 12.465 26.877 14.599  C87 1.562, H114 1.090, H184 1.090, H202 1.090
74 C 11.735 21.967 21.885  O41 1.466, C90 1.564, H106 1.090, H107 1.090
75 C 17.154 27.837 30.770  C47 1.553, H117 1.090, H123 1.090, H147 1.090
76 C 14.203 25.148 25.013  O16 1.426, H101 1.090, H199 1.090, H206 1.090
77 C 19.022 15.063 17.824  C58 1.501, H121 1.090, H168 1.090, H219 1.090
78 C 17.573 23.509 24.178  C68 1.575, H153 1.090, H188 1.090, H195 1.090
79 C 20.821 24.379 29.078  C71 1.548, H108 1.090, H120 1.090, H164 1.090
80 C 24.998 20.672 23.330  C48 1.550, H104 1.090, H141 1.090, H161 1.090
81 C 19.677 28.680 26.422  O39 1.397, C97 1.522, H102 1.090, H122 1.090
82 C 17.767 21.118 27.315  C57 1.534, H138 1.090, H222 1.090, H223 1.090
83 C 14.608 25.435 29.441  C65 1.468, H145 1.090, H170 1.090, H177 1.090
84 C 13.622 19.358 19.403  O12 1.397, C67 1.521, H167 1.090, H216 1.090
85 C 17.993 23.470 15.144  C88 1.508, H143 1.090, H163 1.090, H207 1.090
86 C 19.401 22.631 20.474  O42 1.390, C89 1.505, H131 1.090, H146 1.090
87 C 13.624 26.054 15.247  O26 1.396, C73 1.562, H178 1.090, H187 1.090
88 C 19.211 23.019 14.379  O23 1.442, C85 1.508, H111 1.090, H190 1.090
89 C 19.909 23.353 19.255  C86 1.505, H148 1.090, H179 1.090, H203 1.090
90 C 12.888 21.525 22.845  C74 1.564, H105 1.090, H127 1.090, H144 1.090
91 C 15.819 17.086 24.527  Br1 1.993, Br2 1.947, Br3 2.081, H151 1.090
92 C 13.394 25.697 22.716  O16 1.398, O27 1.340, O44 1.243
93 C 11.565 20.482 26.853  C96 1.508, H133 1.090, H176 1.090, H200 1.090
94 C 9.369 21.665 16.911  C69 1.505, H158 1.090, H182 1.090, H225 1.090
95 C 13.966 21.832 16.649  O17 1.405, C49 1.504, H135 1.090, H156 1.090
96 C 11.816 21.569 27.866  O38 1.427, C93 1.508, H175 1.090, H180 1.090
97 C 20.416 29.836 27.082  C81 1.522, H116 1.090, H186 1.090, H189 1.090
98 C 15.316 23.802 11.307  C55 1.475, H157 1.090, H204 1.090, H212 1.090
99 H 22.976 24.783 23.468  C72 1.090
100 H 19.622 18.745 21.769  C61 1.090
101 H 14.334 24.130 24.645  C76 1.090
102 H 18.651 29.019 26.284  C81 1.090
103 H 21.567 20.235 25.364  C60 1.090
104 H 25.792 19.941 23.176  C80 1.090
105 H 13.892 21.869 22.597  C90 1.090
106 H 11.662 23.040 21.704  C74 1.090
107 H 10.761 21.628 22.240  C74 1.090
108 H 21.494 23.593 28.736  C79 1.090
109 H 16.079 23.038 22.822  C68 1.090
110 H 23.932 23.138 13.546  C56 1.090
111 H 18.926 22.988 13.327  C88 1.090
112 H 14.131 25.314 20.318  C70 1.090
113 H 20.819 22.486 25.138  C53 1.090
114 H 11.980 26.295 13.816  C73 1.090
115 H 20.531 26.373 22.486  C64 1.090
116 H 20.441 30.615 26.320  C97 1.090
117 H 16.952 26.772 30.659  C75 1.090
118 H 16.435 11.554 21.308  C62 1.090
119 H 17.799 29.396 29.529  C47 1.090
120 H 21.436 25.201 29.444  C79 1.090
121 H 19.526 14.103 17.716  C77 1.090
122 H 20.157 28.417 25.479  C81 1.090
123 H 16.179 28.321 30.827  C75 1.090
124 H 19.384 23.884 27.441  C71 1.090
125 H 18.082 18.290 20.079  C52 1.090
126 H 16.601 18.674 21.080  C52 1.090
127 H 12.879 20.447 23.011  C90 1.090
128 H 20.420 17.731 17.553  C50 1.090
129 H 22.881 26.000 22.290  C72 1.090
130 H 16.812 11.891 19.770  C62 1.090
131 H 19.710 21.585 20.474  C86 1.090
132 H 14.995 10.205 19.895  C66 1.090
133 H 11.731 19.478 27.245  C93 1.090
134 H 15.727 24.792 20.670  C70 1.090
135 H 14.439 20.871 16.851  C95 1.090
136 H 17.604 22.351 29.048  C57 1.090
137 H 18.959 28.055 29.633  C47 1.090
138 H 17.485 21.314 26.281  C82 1.090
139 H 26.083 22.193 22.291  C48 1.090
140 H 13.964 18.042 17.663  C67 1.090
141 H 25.182 21.087 24.321  C80 1.090
142 H 17.232 14.758 16.563  C58 1.090
143 H 17.576 24.381 14.715  C85 1.090
144 H 12.660 21.906 23.840  C90 1.090
145 H 14.414 26.178 28.668  C83 1.090
146 H 19.820 23.159 21.331  C86 1.090
147 H 17.731 27.974 31.685  C75 1.090
148 H 19.332 23.104 18.364  C89 1.090
149 H 18.179 12.059 22.721  C59 1.090
150 H 16.093 21.746 24.000  C68 1.090
151 H 16.224 17.073 23.515  C91 1.090
152 H 14.227 17.238 19.257  C67 1.090
153 H 18.535 23.699 23.703  C78 1.090
154 H 13.339 22.330 18.640  C49 1.090
155 H 21.312 20.021 23.632  C60 1.090
156 H 12.913 21.587 16.509  C95 1.090
157 H 14.336 24.138 10.966  C98 1.090
158 H 10.042 21.302 16.135  C94 1.090
159 H 25.314 22.072 13.196  C56 1.090
160 H 16.801 23.035 27.631  C57 1.090
161 H 24.027 20.175 23.336  C80 1.090
162 H 14.500 11.652 18.902  C66 1.090
163 H 17.251 22.671 15.137  C85 1.090
164 H 20.263 23.933 29.902  C79 1.090
165 H 20.254 20.337 17.489  C54 1.090
166 H 12.802 24.461 29.108  C65 1.090
167 H 14.110 19.544 20.360  C84 1.090
168 H 19.153 15.381 18.858  C77 1.090
169 H 21.812 20.424 17.899  C54 1.090
170 H 14.355 25.857 30.414  C83 1.090
171 H 17.489 14.335 22.684  C51 1.090
172 H 19.936 20.102 24.836  C60 1.090
173 H 13.974 23.542 30.046  C65 1.090
174 H 18.224 18.733 22.942  C61 1.090
175 H 11.090 21.476 28.674  C96 1.090
176 H 10.508 20.500 26.590  C93 1.090
177 H 15.671 25.195 29.460  C83 1.090
178 H 14.524 26.152 14.641  C87 1.090
179 H 19.906 24.440 19.331  C89 1.090
180 H 11.615 22.582 27.516  C96 1.090
181 H 20.204 22.278 23.485  C53 1.090
182 H 8.694 22.432 16.532  C94 1.090
183 H 10.868 22.944 17.726  C69 1.090
184 H 11.722 27.354 15.237  C73 1.090
185 H 9.730 22.404 18.881  C69 1.090
186 H 21.474 29.588 27.168  C97 1.090
187 H 14.018 26.598 16.106  C87 1.090
188 H 17.049 24.462 24.251  C78 1.090
189 H 20.160 30.176 28.086  C97 1.090
190 H 20.022 23.747 14.394  C88 1.090
191 H 19.630 12.545 21.753  C59 1.090
192 H 14.054 23.734 17.787  C49 1.090
193 H 20.375 24.984 23.617  C64 1.090
194 H 21.148 26.383 24.124  C64 1.090
195 H 17.843 23.286 25.210  C78 1.090
196 H 17.164 16.024 17.778  C58 1.090
197 H 13.909 11.436 20.602  C66 1.090
198 H 24.851 22.359 14.854  C56 1.090
199 H 13.769 25.173 26.012  C76 1.090
200 H 12.173 20.738 25.985  C93 1.090
201 H 19.388 12.965 23.532  C59 1.090
202 H 12.951 27.725 14.115  C73 1.090
203 H 20.973 23.188 19.087  C89 1.090
204 H 15.913 24.699 11.468  C98 1.090
205 H 20.524 25.239 27.246  C71 1.090
206 H 15.176 25.640 24.998  C76 1.090
207 H 18.250 23.695 16.179  C85 1.090
208 H 23.639 20.511 12.888  C63 1.090
209 H 14.379 23.637 20.848  C70 1.090
210 H 24.947 21.286 21.232  C48 1.090
211 H 15.338 18.346 18.563  C67 1.090
212 H 15.668 23.089 10.562  C98 1.090
213 H 22.054 18.005 17.126  C50 1.090
214 H 21.397 18.252 18.810  C50 1.090
215 H 18.996 15.055 22.297  C51 1.090
216 H 13.891 20.108 18.660  C84 1.090
217 H 16.174 22.990 13.259  C55 1.090
218 H 14.820 22.195 12.633  C55 1.090
219 H 19.598 15.779 17.238  C77 1.090
220 H 18.670 17.308 21.993  C61 1.090
221 H 15.013 22.485 18.441  C49 1.090
222 H 17.406 20.126 27.587  C82 1.090
223 H 18.829 21.293 27.483  C82 1.090
224 H 23.744 20.307 14.597  C63 1.090
225 H 8.842 20.761 17.219  C94 1.090